[1]
{
  "formula": "C26H79BrFeO14",
  "method": "ωB97M-V/def2-TZVPD",
  "symbols": ["Fe", "O", "H", "Br", "C", "C", "O", "H", "H", "H", "H", "H", "H", "C", "C", "O", "H", "H", "H", "H", "H", "H", "C", "C", "O", "H", "H", "H", "H", "H", "H", "C", "C", "O", "H", "H", "H", "H", "H", "H", "C", "C", "O", "H", "H", "H", "H", "H", "H", "C", "C", "O", "H", "H", "H", "H", "H", "H", "C", "C", "O", "H", "H", "H", "H", "H", "H", "C", "C", "O", "H", "H", "H", "H", "H", "H", "C", "C", "O", "H", "H", "H", "H", "H", "H", "C", "C", "O", "H", "H", "H", "H", "H", "H", "C", "C", "O", "H", "H", "H", "H", "H", "H", "C", "C", "O", "H", "H", "H", "H", "H", "H", "C", "C", "O", "H", "H", "H", "H", "H", "H"],
  "positions_angstrom": [[1.41, 1.89, 0.13], [3.30, 1.09, -0.12], [3.16, 0.17, 0.18], [0.25, -0.50, 0.12], [-0.70, -5.52, 0.63], [0.16, -4.52, -0.02], [1.30, -4.20, 0.78], [-0.13, -6.44, 0.45], [-1.68, -5.65, 0.17], [-0.57, -5.39, 1.70], [-0.41, -3.62, -0.27], [0.51, -4.79, -1.02], [1.66, -3.36, 0.49], [-0.72, 5.38, -0.74], [-0.66, 4.39, 0.46], [-0.52, 3.08, 0.09], [-1.31, 6.23, -0.42], [-1.29, 4.98, -1.58], [0.28, 5.71, -1.03], [-1.66, 4.55, 0.87], [0.09, 4.61, 1.22], [-1.40, 2.78, -0.13], [-5.73, 1.17, 2.66], [-4.26, 1.03, 2.64], [-3.88, 0.29, 3.70], [-6.05, 1.73, 3.54], [-6.25, 0.21, 2.76], [-6.09, 1.68, 1.77], [-3.89, 2.05, 2.56], [-4.14, 0.46, 1.72], [-3.15, -0.27, 3.43], [-0.30, 2.68, 3.61], [0.92, 1.78, 3.47], [1.61, 2.07, 2.26], [-0.66, 2.61, 4.64], [-1.14, 2.51, 2.93], [-0.06, 3.73, 3.46], [0.46, 0.80, 3.38], [1.55, 1.80, 4.36], [2.52, 2.05, 2.57], [3.38, -1.82, 4.52], [2.28, -2.03, 3.50], [2.02, -3.44, 3.45], [3.46, -0.74, 4.63], [4.32, -2.18, 4.08], [3.28, -2.29, 5.50], [2.50, -1.70, 2.49], [1.32, -1.61, 3.80], [1.41, -3.61, 2.72], [3.21, 4.91, 2.11], [3.41, 4.89, 0.59], [2.57, 3.91, 0.00], [3.64, 5.87, 2.39], [3.77, 4.16, 2.67], [2.15, 4.94, 2.32], [4.49, 4.79, 0.47], [3.09, 5.87, 0.23], [2.98, 3.85, -0.87], [4.82, -3.02, -3.63], [4.04, -2.14, -4.57], [3.47, -1.10, -3.84], [5.75, -2.51, -3.39], [5.17, -4.00, -3.94], [4.29, -3.20, -2.69], [3.26, -2.74, -5.05], [4.58, -1.70, -5.41], [2.75, -1.44, -3.30], [-4.81, 3.98, -0.04], [-4.50, 2.93, -0.99], [-3.28, 2.30, -0.59], [-5.79, 4.45, -0.17], [-3.97, 4.67, 0.04], [-4.96, 3.55, 0.95], [-4.49, 3.13, -2.06], [-5.33, 2.23, -0.87], [-3.31, 1.46, -1.04], [-4.50, -1.67, -3.27], [-4.04, -1.00, -2.10], [-3.05, -0.02, -2.43], [-5.56, -1.93, -3.32], [-4.04, -2.61, -3.55], [-4.49, -0.97, -4.10], [-3.51, -1.75, -1.51], [-4.78, -0.48, -1.49], [-2.26, -0.52, -2.64], [4.64, -1.82, 0.62], [6.02, -1.52, -0.05], [6.11, -0.28, -0.49], [3.73, -1.47, 0.12], [4.76, -1.31, 1.57], [4.64, -2.88, 0.88], [6.11, -2.12, -0.96], [6.90, -1.64, 0.59], [7.05, -0.22, -0.65], [-1.03, -2.89, -3.57], [0.43, -3.32, -3.51], [1.25, -2.37, -2.82], [-1.38, -2.44, -2.64], [-1.66, -3.72, -3.88], [-1.24, -2.16, -4.35], [0.96, -3.49, -4.45], [0.45, -4.31, -3.05], [0.77, -1.82, -2.19], [-3.86, -3.41, 2.49], [-3.12, -2.45, 1.53], [-2.22, -1.63, 2.22], [-4.17, -2.93, 3.42], [-3.21, -4.23, 2.81], [-4.75, -3.87, 2.07], [-3.93, -1.86, 1.11], [-2.58, -3.04, 0.79], [-1.40, -1.54, 1.74], [-0.62, 1.68, -2.93], [0.85, 1.53, -3.14], [1.53, 2.12, -2.04], [-1.20, 1.14, -3.67], [-0.93, 2.72, -3.08], [-0.91, 1.38, -1.92], [1.10, 2.10, -4.04], [1.27, 0.53, -3.22], [2.33, 2.57, -2.32]],
  "lowdin_spin": [3.726, 0.116, 0.003, 0.034, 0.000, 0.001, 0.000, 0.000, 0.000, 0.000, 0.001, 0.000, 0.000, 0.000, 0.002, 0.028, 0.000, 0.000, 0.000, 0.001, 0.000, 0.001, 0.000, 0.000, 0.000, 0.000, 0.000, 0.000, 0.000, 0.000, 0.000, 0.000, 0.003, 0.023, 0.000, 0.000, 0.000, 0.000, 0.001, 0.001, 0.000, 0.000, 0.000, 0.000, 0.000, 0.000, 0.000, 0.000, 0.000, 0.000, 0.004, 0.021, 0.000, 0.000, 0.000, 0.000, 0.001, 0.000, 0.000, 0.000, 0.000, 0.000, 0.000, 0.000, 0.000, 0.000, 0.000, 0.000, 0.000, 0.000, 0.000, 0.000, 0.000, 0.000, 0.000, 0.000, 0.000, 0.000, 0.000, 0.000, 0.000, 0.000, 0.000, 0.000, 0.000, 0.001, 0.000, 0.001, 0.000, 0.000, 0.000, 0.000, 0.000, 0.000, 0.000, 0.000, 0.000, 0.000, 0.000, 0.000, 0.000, 0.000, 0.000, 0.000, 0.000, 0.001, 0.000, 0.000, 0.000, 0.000, 0.000, 0.001, 0.000, 0.002, 0.023, 0.000, 0.000, 0.000, 0.001, 0.000, 0.001],
  "e_above_lowest_kcal_mol": 80.3,
  "multiplicity": 5,
  "lumo_ha": [0.0112, 0.0112]
}

---

[2]
{
  "formula": "C37H30CaF6N3O4P2S6SbSe2",
  "method": "ωB97M-V/def2-TZVPD",
  "symbols": ["Ca", "F", "C", "F", "F", "S", "O", "O", "N", "S", "O", "O", "C", "F", "F", "F", "S", "Sb", "S", "S", "S", "Se", "Se", "C", "C", "C", "C", "C", "N", "C", "C", "C", "C", "C", "N", "H", "H", "H", "H", "H", "H", "H", "H", "C", "P", "C", "C", "C", "C", "C", "C", "C", "C", "C", "C", "C", "C", "P", "C", "C", "C", "C", "C", "C", "C", "C", "C", "C", "C", "C", "H", "H", "H", "H", "H", "H", "H", "H", "H", "H", "H", "H", "H", "H", "H", "H", "H", "H", "H", "H", "H", "H"],
  "positions_angstrom": [[0.48, -1.20, 3.63], [4.15, 2.12, 3.83], [3.43, 1.36, 4.67], [2.16, 1.74, 4.63], [3.90, 1.53, 5.91], [3.60, -0.42, 4.25], [2.63, -1.10, 5.09], [4.99, -0.71, 4.38], [3.00, -0.37, 2.78], [3.04, -1.61, 1.81], [1.66, -1.87, 1.45], [3.88, -2.69, 2.21], [3.87, -0.92, 0.32], [3.23, 0.14, -0.17], [5.11, -0.56, 0.64], [3.92, -1.86, -0.62], [-0.73, -0.75, 7.87], [-1.99, -1.01, 6.02], [-0.43, -3.09, 5.41], [-1.36, 0.60, 4.42], [-4.17, -1.56, 6.07], [-1.08, -6.77, -0.44], [-0.94, -4.54, 3.83], [-2.12, -3.52, 2.73], [-2.98, -4.19, 1.87], [-3.99, -3.45, 1.29], [-4.09, -2.10, 1.57], [-3.11, -1.51, 2.34], [-2.11, -2.21, 2.88], [0.68, -6.15, -0.68], [1.41, -6.50, -1.85], [2.70, -6.05, -2.02], [3.28, -5.25, -1.03], [2.51, -4.95, 0.08], [1.25, -5.37, 0.26], [-2.86, -5.25, 1.68], [-4.70, -3.94, 0.63], [-4.89, -1.49, 1.16], [-3.09, -0.45, 2.54], [0.93, -7.12, -2.59], [3.26, -6.31, -2.91], [4.29, -4.87, -1.12], [2.91, -4.33, 0.88], [-2.33, 1.86, -1.53], [-1.86, 0.71, -0.12], [-0.78, -0.57, -0.85], [-1.15, -1.90, -0.63], [-0.40, -2.96, -1.14], [0.72, -2.68, -1.91], [1.10, -1.37, -2.14], [0.36, -0.32, -1.61], [-0.69, 1.81, 0.79], [0.65, 1.53, 0.99], [1.48, 2.42, 1.66], [0.95, 3.60, 2.18], [-0.41, 3.86, 2.04], [-1.22, 2.96, 1.36], [-1.41, 1.95, -3.14], [-2.53, 3.17, -3.95], [-2.44, 4.55, -3.80], [-3.36, 5.39, -4.42], [-4.38, 4.87, -5.19], [-4.48, 3.49, -5.36], [-3.56, 2.65, -4.75], [0.04, 3.01, -2.79], [0.20, 3.82, -1.67], [1.36, 4.55, -1.48], [2.38, 4.51, -2.42], [2.23, 3.71, -3.56], [1.07, 2.97, -3.73], [-2.45, 2.86, -1.11], [-3.33, 1.55, -1.84], [-2.03, -2.11, -0.04], [-0.68, -3.99, -0.94], [1.31, -3.50, -2.31], [1.98, -1.15, -2.73], [0.70, 0.69, -1.77], [1.07, 0.61, 0.59], [2.52, 2.19, 1.79], [1.59, 4.28, 2.72], [-0.84, 4.75, 2.49], [-2.28, 3.16, 1.29], [-1.65, 4.98, -3.20], [-3.27, 6.46, -4.29], [-5.10, 5.52, -5.67], [-5.27, 3.07, -5.97], [-3.62, 1.58, -4.89], [-0.57, 3.86, -0.91], [1.48, 5.15, -0.58], [3.29, 5.07, -2.27], [3.02, 3.66, -4.29], [0.97, 2.32, -4.59]],
  "mulliken_charge": [1.390, -0.228, 0.685, -0.189, -0.220, 0.951, -0.672, -0.633, -0.201, 0.434, -0.323, -0.643, 0.534, -0.160, -0.247, -0.160, -0.620, 0.832, -0.445, -0.709, -0.642, -0.505, 0.095, 0.300, -0.837, -0.385, -0.966, -0.420, 0.731, -0.208, -0.326, -0.499, -0.518, -0.425, -0.184, 0.423, 0.361, 0.371, 0.518, 0.360, 0.314, 0.434, 0.674, -1.434, 0.103, -0.036, -0.256, -0.522, -0.435, -1.511, 1.060, 0.374, 1.286, -0.593, -1.036, -0.726, -0.996, -0.067, 0.653, -0.258, -0.682, -0.458, -0.559, -0.290, 0.167, 0.238, -0.888, -0.599, -0.651, -0.659, 0.618, 0.597, 0.438, 0.239, 0.368, 0.462, 0.470, -0.250, 0.539, 0.398, 0.451, 0.420, 0.266, 0.397, 0.354, 0.381, 0.379, 0.650, 0.428, 0.383, 0.371, 0.379],
  "e_above_lowest_kcal_mol": 25.9,
  "charge": -2,
  "lumo_ha": 0.1234
}

---

One value per record, in order, for electronic energy: -161334.49039, -307086.30485 eV.